*i*
Below is a cluster of 3 separate species, C3H11NO4 in total, with properties calculated with the ωB97M-V functional and the def2-TZVPD basis.

Values from the calculation:
Orbital gap   9.587 eV
Highest occupied orbital energy   -9.19 eV
SMILES string   CNCC(=O)O.O.O
Multiplicity   1
Lowest unoccupied orbital energy   0.39 eV

Last column: Mulliken charge in e.
Element x y z (Å)
C 2.03 -0.09 0.32  -1.07
N 0.63 -0.15 -0.10  -0.17
C -0.10 1.09 0.01  -0.74
C -1.60 0.85 -0.13  0.53
O -2.00 0.19 -1.05  -0.58
O -2.44 1.47 0.70  -0.48
H 2.37 -1.15 0.40  0.34
H 2.07 0.30 1.33  0.37
H 2.68 0.49 -0.34  0.37
H 0.66 -0.65 -0.99  0.33
H 0.22 1.77 -0.80  0.36
H 0.21 1.63 0.91  0.41
H -3.38 1.25 0.70  0.37
O -0.17 -1.35 -2.67  -0.69
H -0.91 -1.55 -2.09  0.34
H -0.34 -0.43 -2.88  0.33
O 0.19 -1.36 2.55  -0.65
H 0.35 -1.64 1.65  0.33
H -0.46 -0.65 2.50  0.29

*ii*
Below is a structure of composition C3H11NO4, with properties calculated with the ωB97M-V functional and the def2-TZVPD basis.

Values from the calculation:
Orbital gap   10.118 eV
Highest occupied orbital energy   -9.36 eV
Multiplicity   1
Lowest unoccupied orbital energy   0.76 eV

Last column: Mulliken charge in e.
Element x y z (Å)
C -0.95 -0.90 -0.50  0.08
N -1.61 0.26 -0.58  -0.17
C -1.43 1.29 0.43  -0.66
C -0.20 2.15 0.22  -0.37
O 0.97 1.61 0.84  -0.65
O -0.82 -1.67 -1.44  -0.72
H -0.55 -1.15 0.51  0.41
H -1.83 0.62 -1.50  0.25
H -2.29 1.92 0.36  0.37
H -1.35 0.86 1.44  0.31
H -0.01 2.35 -0.82  0.26
H -0.41 3.09 0.76  0.32
H 1.14 0.69 0.58  0.46
H 1.64 -3.62 -1.03  0.29
H 0.51 -2.64 -1.00  0.36
O 1.40 -2.74 -0.70  -0.65
H 2.18 -0.44 1.53  0.28
H 1.95 -1.25 0.20  0.36
O 1.66 -0.44 0.70  -0.54

Computed relative energies in units of kJ/mol: *i* 0.0; *ii* 39.2

*i*
Below is a cluster of 3 separate species, C3H11NO4 in total, with properties calculated with the ωB97M-V functional and the def2-TZVPD basis.

Values from the calculation:
Orbital gap   9.524 eV
Highest occupied orbital energy   -9.02 eV
SMILES string   CNCC(=O)O.O.O
Multiplicity   1
Lowest unoccupied orbital energy   0.50 eV

Last column: Mulliken charge in e.
Element x y z (Å)
C -1.05 -1.46 0.95  -1.07
N -0.45 -0.24 0.37  -0.23
C -0.15 -0.32 -1.04  -0.58
C 0.80 0.81 -1.39  0.50
O 0.65 1.95 -1.01  -0.57
O 1.83 0.47 -2.17  -0.46
H -0.90 -1.43 2.03  0.35
H -0.51 -2.32 0.54  0.41
H -2.11 -1.56 0.70  0.37
H -1.00 0.58 0.67  0.25
H -1.00 -0.16 -1.72  0.30
H 0.30 -1.29 -1.25  0.42
H 2.30 1.31 -2.33  0.35
O -1.48 2.21 1.02  -0.69
H -0.81 2.80 0.66  0.32
H -2.22 2.35 0.42  0.33
O 2.11 -1.35 1.49  -0.69
H 1.17 -1.13 1.41  0.38
H 2.54 -1.22 0.64  0.30

*ii*
Below is a cluster of 3 separate species, C3H11NO4 in total, with properties calculated with the ωB97M-V functional and the def2-TZVPD basis.

Values from the calculation:
Orbital gap   10.542 eV
Highest occupied orbital energy   -10.07 eV
SMILES string   CC(=O)NCO.O.O
Multiplicity   1
Lowest unoccupied orbital energy   0.47 eV

Last column: Mulliken charge in e.
Element x y z (Å)
C 1.40 -0.18 -0.20  -0.98
C 0.04 0.51 0.24  0.53
O -0.93 -0.23 0.39  -0.57
N -0.09 1.88 0.40  -0.14
C 0.97 2.81 0.19  -0.32
O 0.86 3.22 -1.13  -0.56
H 1.28 -0.28 -1.40  0.24
H 1.52 -1.08 0.26  0.37
H 2.43 0.34 -0.12  0.26
H -1.06 2.30 0.26  0.28
H 2.03 2.52 0.26  0.26
H 0.90 3.62 0.91  0.29
H 1.06 2.40 -1.74  0.35
O -2.83 -0.17 2.72  -0.59
H -2.73 -0.82 2.06  0.31
H -2.00 -0.04 3.00  0.27
O 0.71 -6.36 -2.28  -0.67
H 0.46 -6.77 -3.19  0.33
H -0.18 -5.90 -1.98  0.34

Computed relative energies in units of kJ/mol: *i* 0.0; *ii* 152.4

*i*
Below is the ion H2N3O2 with charge -1, with properties calculated with the ωB97M-V functional and the def2-TZVPD basis.

Values from the calculation:
Orbital gap   8.534 eV
Charge   -1
Highest occupied orbital energy   -3.43 eV
SMILES string   NN=[N+]([O-])[O-]
Multiplicity   1
Lowest unoccupied orbital energy   5.10 eV

Last column: Mulliken charge in e.
Element x y z (Å)
N -1.26 -0.31 -0.30  -0.47
N 0.13 -0.86 -0.04  -0.64
N 1.06 0.01 0.03  1.19
O 0.70 1.23 -0.02  -0.82
O 2.25 -0.35 0.24  -0.77
H -0.93 0.76 -0.43  0.32
H -1.96 -0.48 0.52  0.19

*ii*
Below is the ion H2N3O2 with charge -1, with properties calculated with the ωB97M-V functional and the def2-TZVPD basis.

Values from the calculation:
Orbital gap   7.472 eV
Charge   -1
Highest occupied orbital energy   -2.44 eV
SMILES string   NN=[N+]([O-])[O-]
Multiplicity   1
Lowest unoccupied orbital energy   5.03 eV

Last column: Mulliken charge in e.
Element x y z (Å)
N 1.22 -0.32 -0.22  -0.37
N -0.12 -0.86 -0.09  -0.58
N -1.15 0.15 -0.01  1.00
O -2.28 -0.32 0.22  -0.73
O -0.92 1.38 -0.03  -0.73
H 1.98 -0.76 0.42  0.18
H 1.27 0.74 -0.29  0.23

Computed relative energies in units of kJ/mol: *i* 0.0; *ii* 18.7

*i*
Below is an isolated molecule of C8H15P, with properties calculated with the ωB97M-V functional and the def2-TZVPD basis.

Values from the calculation:
Orbital gap (alpha / beta)   7.899 / 7.691 eV
Highest occupied orbital energy (alpha / beta)   -7.39 / -7.37 eV
Multiplicity   1
Lowest unoccupied orbital energy (alpha / beta)   0.51 / 0.32 eV

Last column: Mulliken charge in e.
Element x y z (Å)
C -0.66 0.33 0.84  -0.18
C -0.38 0.91 1.96  0.08
C -1.76 -0.06 -0.07  -0.57
C -1.62 0.36 -1.48  -0.67
C -0.42 -0.35 -2.28  -1.02
C 0.99 0.23 -1.74  -0.58
C 1.41 -0.46 -0.49  -0.48
C 0.90 0.92 2.80  -1.00
P 0.81 -1.93 0.29  -0.12
H -1.25 1.39 2.45  0.32
H -2.01 -1.19 0.03  0.25
H -2.68 0.53 0.29  0.33
H -2.52 0.00 -2.00  0.30
H -1.58 1.41 -1.60  0.40
H -0.21 -1.37 -2.19  0.55
H -0.47 -0.06 -3.27  0.37
H 1.70 -0.20 -2.43  0.36
H 0.93 1.28 -1.83  0.39
H 1.99 0.23 0.15  0.48
H 1.22 1.83 3.36  0.34
H 1.62 0.41 2.12  0.17
H 0.67 0.19 3.57  0.27
H 1.31 -1.61 1.54  -0.02
H 1.99 -2.74 -0.01  0.04

*ii*
Below is a cluster of 2 separate species, C8H15P in total, with properties calculated with the ωB97M-V functional and the def2-TZVPD basis.

Values from the calculation:
Orbital gap   9.100 eV
Highest occupied orbital energy   -8.24 eV
SMILES string   C=CC1=CC1.CP(C)C
Multiplicity   1
Lowest unoccupied orbital energy   0.86 eV

Last column: Mulliken charge in e.
Element x y z (Å)
C 0.07 -1.60 -1.61  -0.93
C 1.36 -1.22 -1.58  -0.15
C 2.20 -1.36 -0.42  0.16
C 2.67 -1.90 0.66  -0.17
C 3.50 -0.77 0.20  -0.72
H -0.61 -1.49 -2.41  0.38
H -0.32 -2.08 -0.72  0.30
H 1.66 -0.58 -2.43  0.31
H 2.65 -2.64 1.47  0.35
H 4.36 -1.07 -0.27  0.26
H 3.52 0.17 0.67  0.22
C -3.06 1.61 -0.08  -1.10
P -1.84 0.36 0.08  0.23
C -0.21 1.31 -0.42  -1.07
C -1.47 0.33 1.93  -1.24
H -3.92 1.22 0.38  0.40
H -2.94 2.58 0.40  0.34
H -3.31 1.73 -1.15  0.32
H -0.17 1.07 -1.45  0.30
H -0.22 2.39 -0.25  0.46
H 0.54 1.05 0.27  0.26
H -2.37 -0.06 2.19  0.44
H -0.76 -0.39 2.39  0.32
H -1.33 1.34 2.15  0.35

Computed relative energies in units of kJ/mol: *i* 90.3; *ii* 0.0

*i*
Below is an isolated molecule of CH4N4S, with properties calculated with the ωB97M-V functional and the def2-TZVPD basis.

Values from the calculation:
Orbital gap   8.499 eV
Highest occupied orbital energy   -8.33 eV
SMILES string   [H]/N=N/N=N\SC
Multiplicity   1
Lowest unoccupied orbital energy   0.17 eV

Last column: Mulliken charge in e.
Element x y z (Å)
H 2.03 -0.06 -3.14  0.26
N 1.94 -0.54 -2.22  -0.43
N 0.79 -0.67 -1.88  0.34
N 0.15 -1.27 -1.02  -0.21
N -0.51 -0.84 -0.08  -0.11
S -0.08 0.71 0.33  0.03
C -1.03 0.68 1.85  -0.70
H -0.19 0.35 2.51  0.26
H -1.64 -0.12 1.63  0.28
H -1.45 1.74 2.02  0.30

*ii*
Below is a cluster of 2 separate species, CH4N4S in total, with properties calculated with the ωB97M-V functional and the def2-TZVPD basis.

Values from the calculation:
Orbital gap (alpha / beta)   8.574 / 8.572 eV
Highest occupied orbital energy (alpha / beta)   -7.85 / -7.85 eV
Multiplicity   1
Lowest unoccupied orbital energy (alpha / beta)   0.72 / 0.72 eV

Last column: Mulliken charge in e.
Element x y z (Å)
C 1.24 -0.48 0.74  -0.41
N -1.66 0.08 1.10  -0.18
N 1.07 0.44 -0.21  0.29
N 0.47 0.28 -1.33  -0.76
N -2.24 0.24 0.15  0.28
S -3.05 0.53 -1.05  -0.11
H 1.92 -0.27 1.53  0.28
H 0.64 -1.46 0.46  0.16
H 1.45 1.36 -0.05  0.23
H 0.16 -0.72 -1.33  0.21

Computed relative energies in units of kJ/mol: *i* 99.6; *ii* 0.0